12
Properties=species:S:1:pos:R:3:lowdin_charge:R:1 method="wB97M-V/def2-TZVPD" e_tot_ev=-9810.6887 homo_energy_ev=-10.078 homo_lumo_gap_ev=9.60 total_charge=0 relative_energy_kj_mol=349.87 smiles="O=CC(=O)N1CC1"
O -0.4400 0.5184 1.5635 0.0652
O -2.3405 1.7709 -0.9655 0.0899
N 0.1420 0.0258 -0.6775 0.0658
C -0.6297 0.6438 0.3663 -0.4000
C 0.6894 -1.6380 -0.4501 0.0527
C -1.6779 1.7244 0.0328 -0.1690
C 1.3382 -0.4566 0.0254 -0.2511
H -0.1090 -2.1474 0.0613 0.0930
H 1.2478 -2.3048 -1.1306 0.1051
H 2.2557 -0.1587 -0.4676 0.1208
H 1.2373 -0.2797 1.0845 0.0958
H -1.8082 2.4371 0.8816 0.1320

---

89
Properties=species:S:1:pos:R:3:lowdin_charge:R:1 method="wB97M-V/def2-TZVPD" e_tot_ev=-81818.0177 homo_energy_ev=-1.753 homo_lumo_gap_ev=5.11 total_charge=-2 relative_energy_kj_mol=49.52
Cd -1.6247 0.6094 -0.1341 1.3944
S 6.9414 1.7569 -3.7797 1.0005
O -1.7001 -2.2739 -1.0223 -0.0632
O -0.4760 -1.7090 1.3864 -0.1308
O -0.3130 5.3436 0.7325 -0.1131
O -3.8151 -0.1238 -0.1549 -0.1590
O 8.4395 3.8550 -3.6680 -0.0280
O -3.2332 -5.0920 -7.4770 0.0523
O -1.9541 -0.5630 -2.4798 -0.0748
O -1.8717 2.9192 0.6278 -0.1789
O -2.3836 -6.6374 -6.3024 0.0538
N -3.4642 -0.3675 2.1385 0.0374
N -2.5630 0.6592 1.9559 -0.0989
N -2.7366 -5.4921 -6.4502 -0.3786
N 2.1568 0.5042 2.9197 0.1455
C 3.2782 -0.4189 4.8073 -0.0415
C -1.8197 -4.0982 -3.1214 -0.0027
C -1.4127 2.5394 2.9429 -0.1565
C -0.2639 4.8037 -0.5913 -0.0911
C -2.1761 -2.7613 -3.2757 -0.1009
C 2.7484 1.1586 -2.0240 -0.2548
C 1.2182 -1.5309 3.8690 -0.1392
C -0.2566 4.2619 4.2009 -0.1499
C 3.8979 0.7981 -1.3011 -0.0278
C -0.5652 4.5184 1.8106 -0.2209
C -4.0186 -0.6760 0.9820 -0.5109
C 2.2504 -0.4344 3.8617 -0.2864
C 1.3844 -2.5352 2.7110 -0.1734
C -6.6570 -3.1525 -0.1138 -0.1036
C -1.2976 3.2821 1.7106 -0.3441
C 0.8815 -2.1151 1.3238 -0.2756
C 4.1876 1.8141 -3.8689 -0.1139
C 4.2058 0.6109 4.7865 -0.0966
C -2.1666 1.2923 2.9885 -0.1183
C 6.3171 4.2837 -2.6467 -0.0497
C -5.0322 -1.7870 1.0446 -0.1377
C -1.9157 -1.7605 -2.1518 -0.6489
C 0.3286 0.9552 -0.9639 -0.0919
C 4.0857 1.5978 3.8250 -0.0876
C -6.3314 -3.4251 2.2507 -0.1117
C 3.0461 1.4943 2.9113 -0.1309
C 5.3150 1.5039 -3.1140 -0.5896
C -2.5662 -4.5567 -5.3436 -0.1661
C -5.6838 -2.1598 -0.1286 -0.0277
C 7.3517 3.4410 -3.3474 -0.7524
C -6.9888 -3.7854 1.0777 -0.1291
C -5.3580 -2.4349 2.2345 -0.0430
C 5.1645 0.9721 -1.8364 -0.1150
C -2.9570 -3.2342 -5.5049 -0.0042
C -0.9050 3.0471 4.1452 -0.1073
C -2.0035 -5.0000 -4.1527 -0.0030
C -0.0891 4.9857 3.0127 -0.0570
C 1.4443 1.0525 -1.4491 -0.1916
C 2.9227 1.6423 -3.3300 -0.0283
C -2.7514 -2.3423 -4.4696 -0.0037
H 0.2167 -1.0997 3.8074 0.1157
H 5.8139 3.7365 -1.8531 0.0751
H -1.7225 -6.0380 -4.0577 0.1093
H 0.8326 -3.4416 2.9783 0.1048
H 3.7783 0.3818 -0.3115 0.1069
H 2.0416 1.8886 -3.9106 0.1163
H -3.4071 -2.9277 -6.4371 0.1096
H 4.9989 0.6484 5.5249 0.0943
H -2.4916 0.9325 3.9711 0.1100
H 0.2186 5.5761 -1.1971 0.0751
H 2.4458 -2.7985 2.6318 0.1082
H -3.0237 -1.2976 -4.5652 0.1183
H 5.5561 4.5841 -3.3699 0.0908
H -1.0361 2.4596 5.0527 0.0923
H 0.9479 -3.0089 0.6891 0.1139
H 2.9061 2.2390 2.1320 0.1090
H 0.3225 3.8851 -0.6392 0.0688
H -7.7531 -4.5549 1.0929 0.0833
H 0.1362 4.6436 5.1358 0.0729
H -4.8320 -2.1466 3.1352 0.0965
H -6.5841 -3.9197 3.1823 0.0860
H -1.3991 -4.4049 -2.1729 0.1160
H -1.2534 4.5928 -0.9847 0.0751
H -7.1600 -3.4362 -1.0337 0.0900
H -5.3978 -1.6520 -1.0429 0.1109
H 4.7667 2.4402 3.7919 0.0928
H 6.8026 5.1730 -2.2507 0.0812
H 1.3145 -2.0679 4.8152 0.0997
H 0.4362 5.9369 3.0118 0.1008
H -0.8994 -1.9153 0.5292 0.0094
H 1.5147 -1.3417 0.8813 0.0906
H 3.3415 -1.2117 5.5440 0.1001
H 4.3100 2.1999 -4.8746 0.1012
H 6.0442 0.7092 -1.2599 0.1015

---

Number 1: E_LUMO -0.5 eV. Number 2: E_LUMO 3.4 eV.